Entry 1:
The following is a DFT calculation (wB97M-V/def2-TZVPD) of 7 unconnected molecules or ions with the total composition C25H46BrIO8.

Geometry as ORCA input:
```
! RIJCOSX wB97M-V def2-TZVPD def2/J DEFGRID3
* xyz 0 1
C 3.08821 1.87397 -1.17685
C 1.57803 1.90201 -1.41092
C 0.95194 3.24903 -1.12096
Br 1.80370 4.62769 -2.22782
C -0.54152 3.40912 -1.29068
O -1.02191 3.02682 -2.59512
C -2.37668 3.01028 -2.54608
O -3.05922 2.90596 -3.51719
C -2.81737 3.16830 -1.09992
C -1.55430 2.77878 -0.33618
I -1.54955 0.61504 -0.28436
H 3.38079 2.59769 -0.41278
H 3.64129 2.12498 -2.08047
H 3.40836 0.88903 -0.83817
H 1.34482 1.61572 -2.43812
H 1.09439 1.17382 -0.76131
H 1.14249 3.54434 -0.09211
H -0.73659 4.48586 -1.18855
H -3.70779 2.59264 -0.87142
H -3.04125 4.23307 -0.95764
H -1.46183 3.10251 0.69352
C 1.12218 4.26434 4.30930
C 1.29539 3.48238 3.03205
O 0.54695 3.63789 2.09045
C 2.43518 2.50309 2.98105
H 0.27103 4.93508 4.22597
H 0.97365 3.57917 5.14598
H 2.02679 4.83885 4.51712
H 2.33535 1.75407 3.76744
H 3.38241 3.02046 3.14678
H 2.45946 1.99876 2.01819
C -1.82066 -4.18961 -2.99542
C -2.20235 -2.99444 -2.16197
O -1.51325 -2.61326 -1.24148
C -3.49026 -2.30054 -2.53454
H -0.87790 -4.60006 -2.64288
H -2.60177 -4.94879 -2.92745
H -1.72955 -3.89831 -4.04402
H -4.31793 -3.01171 -2.48170
H -3.43798 -1.94281 -3.56434
H -3.67188 -1.46024 -1.86807
C 4.85986 0.33021 5.77274
C 4.96423 -0.42475 4.46741
O 4.19461 -0.22302 3.55557
C 6.07279 -1.43833 4.36429
H 4.02950 1.03138 5.73592
H 4.71378 -0.36962 6.59749
H 5.78900 0.86923 5.96687
H 5.96624 -2.19718 5.14150
H 7.04091 -0.95751 4.51628
H 6.05821 -1.91806 3.39062
C -7.72121 5.39014 -3.98387
C -7.24288 4.35513 -4.97816
O -7.94535 3.98965 -5.89160
C -5.85416 3.81310 -4.76084
H -8.72980 5.70820 -4.23536
H -7.70577 4.97320 -2.97497
H -7.04989 6.25102 -3.98951
H -5.77690 3.34399 -3.77924
H -5.12314 4.62286 -4.78299
H -5.60951 3.08433 -5.52876
C 6.59038 -5.66449 2.02462
C 7.72101 -4.66773 2.10324
O 7.83627 -3.90880 3.03732
C 8.69829 -4.66574 0.95319
H 5.95418 -5.57428 2.90122
H 6.00164 -5.49054 1.12204
H 6.98987 -6.67834 1.96078
H 8.17327 -4.46202 0.01810
H 9.16307 -5.64868 0.85636
H 9.46317 -3.91142 1.11781
C -6.33967 -4.80391 -0.94670
C -4.89720 -5.19039 -0.72264
O -4.26855 -5.80326 -1.55486
C -4.27831 -4.74968 0.58030
H -6.67459 -5.16327 -1.91647
H -6.96642 -5.22684 -0.15948
H -6.44691 -3.71830 -0.89612
H -4.84352 -5.14477 1.42589
H -4.31229 -3.65931 0.63807
H -3.24509 -5.08320 0.63455
*
```

## Properties
Frontier orbital gap, hartree: 0.3547
HOMO level, Eh: -0.33917
SMILES: CC[C@@H](Br)[C@H]1OC(=O)C[C@H]1I.CC(C)=O.CC(C)=O.CC(C)=O.CC(C)=O.CC(C)=O.CC(C)=O

Here is what Mulliken gives for the atomic charges, in e:
1 C -1.463
2 C -0.123
3 C 0.203
4 Br -0.101
5 C -0.121
6 O -0.292
7 C 0.471
8 O -0.578
9 C -0.593
10 C -0.659
11 I 0.132
12 H 0.366
13 H 0.392
14 H 0.392
15 H 0.366
16 H 0.060
17 H 0.061
18 H 0.316
19 H 0.396
20 H 0.329
21 H 0.482
22 C -1.290
23 C 0.732
24 O -0.484
25 C -0.852
26 H 0.332
27 H 0.350
28 H 0.349
29 H 0.259
30 H 0.421
31 H 0.136
32 C -1.109
33 C 0.932
34 O -0.541
35 C -0.930
36 H 0.277
37 H 0.260
38 H 0.362
39 H 0.180
40 H 0.401
41 H 0.159
42 C -1.034
43 C 0.926
44 O -0.517
45 C -1.140
46 H 0.195
47 H 0.329
48 H 0.325
49 H 0.337
50 H 0.350
51 H 0.228
52 C -1.060
53 C 0.758
54 O -0.559
55 C -0.885
56 H 0.297
57 H 0.301
58 H 0.307
59 H 0.236
60 H 0.304
61 H 0.305
62 C -1.119
63 C 0.876
64 O -0.533
65 C -1.145
66 H 0.286
67 H 0.324
68 H 0.351
69 H 0.334
70 H 0.339
71 H 0.296
72 C -1.236
73 C 0.902
74 O -0.563
75 C -1.117
76 H 0.316
77 H 0.417
78 H 0.314
79 H 0.421
80 H 0.266
81 H 0.289


Entry 2:
The following is a DFT calculation (wB97M-V/def2-TZVPD) of a molecular structure, C25H46I2NbO15 at a distorted geometry.

Geometry as ORCA input:
```
! RIJCOSX wB97M-V def2-TZVPD def2/J DEFGRID3
* xyz -1 1
C 5.36056 -1.21672 1.20051
C 4.28557 -1.01236 0.08137
C 3.46665 0.27549 0.46107
O 2.92621 0.91927 -0.68393
Nb 0.89764 0.40133 -1.03329
C 0.57040 2.09817 -2.49703
C 0.38097 1.80996 0.66868
C 1.10373 3.21966 0.56084
O 1.66914 3.58628 1.82156
C 0.66902 3.77801 2.80324
C 0.96609 2.74727 3.95846
O 1.38769 -1.02300 -2.45713
C 1.77668 -0.57829 -3.73615
C 3.16413 0.14050 -3.78339
C -1.31950 -0.20208 -1.35174
I -2.69341 1.47828 -1.43581
C -1.81178 -1.35558 -0.39572
C -1.62134 -1.07573 1.12990
I -1.00592 -3.27697 -1.03881
H 6.19166 -0.48489 1.12563
H 5.79462 -2.23572 1.16215
H 4.86984 -1.07825 2.18784
H 4.80301 -0.79881 -0.87216
H 3.57911 -1.85733 -0.00635
H 4.22618 0.98206 0.88833
H 2.74188 0.08017 1.27379
H 1.02517 -0.92428 0.23902
H 1.47967 2.59891 -2.88367
H -0.10546 1.73019 -3.30538
H -0.02041 2.89867 -1.98825
H -0.70058 1.95674 0.86174
H 0.79981 1.36494 1.60628
H 0.31293 3.97284 0.31846
H 1.85143 3.24580 -0.25118
H -0.36470 3.69267 2.42506
H 0.74535 4.79182 3.26416
H 0.04888 2.25772 4.32901
H 1.65223 2.00800 3.52566
H 1.47808 3.22781 4.82085
H 0.98430 -0.03092 -4.29635
H 1.93299 -1.50631 -4.34780
H 3.18819 1.11777 -3.27971
H 3.85653 -0.51630 -3.20851
H 3.58580 0.16818 -4.81150
H -1.32222 -0.64674 -2.37330
H -2.90849 -1.43910 -0.56430
H -2.52710 -1.47618 1.64219
H -1.56653 -0.00725 1.39057
H -0.76301 -1.66619 1.49648
C 7.00662 -5.18246 -0.28909
C 6.07753 -6.36504 -0.24408
O 5.37397 -6.16373 0.97838
C 5.42535 -4.83814 1.26805
O 4.80013 -4.31993 2.13067
O 6.28929 -4.18887 0.44041
H 7.20802 -4.84537 -1.30454
H 7.95653 -5.37528 0.21652
H 5.36094 -6.36650 -1.06908
H 6.60777 -7.31616 -0.23388
C -5.49823 3.36457 -0.08561
C -6.76793 2.93052 -0.75483
O -7.77491 3.43944 0.12400
C -7.23335 4.47713 0.80939
O -7.85379 5.22221 1.49820
O -5.89741 4.55349 0.60595
H -4.70143 3.57562 -0.79578
H -5.13958 2.63465 0.64265
H -6.89820 3.38391 -1.74218
H -6.84177 1.85195 -0.84923
C -7.98390 -0.09289 -4.85950
C -8.54446 0.85871 -3.83728
O -7.73911 0.59542 -2.69110
C -6.56272 0.06811 -3.12615
O -5.60993 -0.10946 -2.44447
O -6.62558 -0.22967 -4.45008
H -8.04521 0.29626 -5.87464
H -8.46384 -1.07447 -4.82549
H -8.41857 1.90571 -4.12568
H -9.59610 0.67491 -3.62306
C 1.60262 -2.52094 4.28804
C 2.44473 -1.27678 4.34836
O 1.48589 -0.23577 4.16503
C 0.27811 -0.72588 4.54886
O -0.70438 -0.07299 4.68255
O 0.33789 -2.06405 4.76496
H 1.98847 -3.32136 4.91742
H 1.48286 -2.89643 3.26894
H 2.93005 -1.14321 5.31934
H 3.20201 -1.24677 3.56664
*
```

## Properties
Frontier orbital gap, hartree: 0.2514
HOMO level, Eh: -0.18096

Here is what Mulliken gives for the atomic charges, in e:
1 C -0.749
2 C 0.064
3 C 0.069
4 O -0.548
5 Nb 0.069
6 C -1.498
7 C 0.975
8 C -0.785
9 O -0.486
10 C -0.359
11 C -0.553
12 O -0.687
13 C -0.316
14 C -0.714
15 C -1.014
16 I -0.019
17 C -0.410
18 C -0.656
19 I -0.048
20 H 0.422
21 H 0.051
22 H 0.063
23 H 0.151
24 H 0.076
25 H 0.253
26 H -0.209
27 H 0.127
28 H 0.329
29 H 0.383
30 H 0.437
31 H 0.422
32 H -0.404
33 H 0.387
34 H 0.157
35 H 0.223
36 H 0.396
37 H 0.135
38 H 0.075
39 H 0.376
40 H 0.199
41 H 0.407
42 H 0.154
43 H 0.054
44 H 0.399
45 H 0.592
46 H 0.631
47 H 0.411
48 H 0.110
49 H 0.026
50 C -0.361
51 C -0.333
52 O -0.354
53 C 0.663
54 O -0.471
55 O -0.363
56 H 0.321
57 H 0.247
58 H 0.265
59 H 0.294
60 C 0.006
61 C 0.080
62 O -0.359
63 C 0.598
64 O -0.555
65 O -0.361
66 H 0.060
67 H 0.238
68 H 0.106
69 H 0.087
70 C -0.373
71 C -0.337
72 O -0.266
73 C 0.628
74 O -0.458
75 O -0.309
76 H 0.299
77 H 0.262
78 H 0.253
79 H 0.302
80 C -0.340
81 C 0.431
82 O -0.249
83 C 0.687
84 O -0.541
85 O -0.414
86 H 0.324
87 H 0.293
88 H 0.295
89 H -0.461


Entry 3:
The following is a DFT calculation (wB97M-V/def2-TZVPD) of a gas-phase ion, C25H46N (charge +1).

Geometry as ORCA input:
```
! RIJCOSX wB97M-V def2-TZVPD def2/J DEFGRID3
* xyz 1 1
C 5.10144 3.96788 0.90137
C 4.40384 2.69159 0.44867
C 3.24398 2.98612 -0.49998
C 2.53677 1.70620 -0.93676
C 1.46278 1.93814 -2.00114
C 0.30751 2.84525 -1.57226
C -0.41692 2.36474 -0.31637
C -1.75303 3.07588 -0.11346
C -2.41861 2.67504 1.20571
C -3.93283 2.89967 1.19935
C -4.68623 1.82871 0.40592
C -4.81203 0.51394 1.17779
C -5.21824 -0.67301 0.30199
C -4.16608 -1.11415 -0.71978
H -4.59345 -1.91953 -1.32094
H -3.93592 -0.28895 -1.39428
C -2.87187 -1.61094 -0.06391
C -1.94056 -2.16813 -1.13675
H -2.44745 -2.99350 -1.64280
H -1.75172 -1.38668 -1.87699
N -0.61134 -2.68099 -0.67742
C -0.78341 -3.73900 0.33227
H -1.21740 -3.32944 1.24089
H 0.18352 -4.17613 0.57489
H -1.43848 -4.51793 -0.05361
C 0.07883 -3.25682 -1.84646
H 1.06535 -3.61383 -1.55620
H -0.49433 -4.09100 -2.24678
H 0.19162 -2.50461 -2.62509
C 0.20779 -1.55487 -0.11491
C 1.59544 -1.94580 0.32171
C 1.83390 -2.35292 1.63064
C 3.11452 -2.68005 2.04032
C 4.17156 -2.59633 1.14958
C 3.94580 -2.17608 -0.15050
C 2.66562 -1.85155 -0.56285
H 2.50487 -1.50218 -1.57218
H 4.76795 -2.09240 -0.84358
H 5.17016 -2.84508 1.47155
H 3.28677 -2.99079 3.05872
H 1.02191 -2.39662 2.34209
H 0.27610 -0.78380 -0.88585
H -0.33357 -1.14967 0.74082
H -3.13233 -2.37740 0.66658
H -2.40622 -0.77436 0.45484
H -5.45512 -1.52201 0.94735
H -6.12758 -0.41150 -0.24113
H -5.56902 0.63824 1.95394
H -3.87493 0.28965 1.68936
H -5.68669 2.19153 0.16642
H -4.16973 1.66100 -0.53968
H -4.13769 3.88146 0.77018
H -4.30487 2.90491 2.22542
H -1.97053 3.24820 2.01865
H -2.21223 1.62080 1.40900
H -2.40993 2.83320 -0.95148
H -1.59828 4.15525 -0.12811
H 0.21324 2.52529 0.55960
H -0.60558 1.28920 -0.39692
H 0.67868 3.85630 -1.40813
H -0.40811 2.89476 -2.39743
H 1.93405 2.37744 -2.88259
H 1.05487 0.96725 -2.30733
H 2.10045 1.21801 -0.06127
H 3.28473 1.02231 -1.34765
H 2.53701 3.64878 0.00103
H 3.62318 3.50742 -1.38123
H 4.02794 2.15177 1.32203
H 5.12533 2.04239 -0.05335
H 5.92528 3.73643 1.57169
H 5.49764 4.50936 0.04561
H 4.40552 4.61902 1.42546
*
```

## Properties
Frontier orbital gap, hartree: 0.3838
HOMO level, Eh: -0.46500
SMILES: CCCCCCCCCCCCCCCC[N+](C)(C)Cc1ccccc1

Here is what Mulliken gives for the atomic charges, in e:
1 C -1.349
2 C -0.317
3 C -0.878
4 C 0.039
5 C -0.961
6 C -1.024
7 C 0.534
8 C -0.681
9 C -0.422
10 C -1.097
11 C -0.252
12 C -0.597
13 C -1.173
14 C -0.827
15 H 0.482
16 H 0.313
17 C 0.554
18 C -1.067
19 H 0.409
20 H 0.253
21 N 0.510
22 C -1.013
23 H 0.396
24 H 0.517
25 H 0.301
26 C -0.906
27 H 0.422
28 H 0.430
29 H 0.355
30 C -0.254
31 C 0.144
32 C -0.226
33 C -0.854
34 C -0.583
35 C -0.961
36 C -0.055
37 H 0.510
38 H 0.464
39 H 0.459
40 H 0.456
41 H 0.455
42 H -0.279
43 H 0.572
44 H 0.291
45 H -0.147
46 H 0.408
47 H 0.393
48 H 0.419
49 H 0.301
50 H 0.403
51 H 0.088
52 H 0.359
53 H 0.375
54 H 0.489
55 H 0.108
56 H 0.271
57 H 0.388
58 H 0.347
59 H -0.450
60 H 0.309
61 H 0.455
62 H 0.430
63 H 0.169
64 H -0.113
65 H 0.580
66 H 0.298
67 H 0.343
68 H 0.330
69 H 0.298
70 H 0.398
71 H 0.327
72 H 0.334


- Which of these has the lowest frontier orbital gap?
  C25H46I2NbO15


- What is the frontier orbital gap in the first record?
  0.3547 hartree


- Which of these has the highest HOMO level?
  C25H46I2NbO15